Molecular formula: C28H32CaN2O2
Method: DFT, the ωB97M-V functional and the def2-TZVPD basis

Gap between HOMO and LUMO: 7.93 eV
ΔE to the lowest compared entry with this formula, charge and spin: 1.279 eV

CARTESIAN COORDINATES (ANGSTROEM)
Ca (-0.8534, 0.5564, 0.7003)
O (0.2896, 0.5457, 2.3236)
O (-1.9811, -1.0698, 0.6674)
N (-1.1515, 2.6733, 1.3576)
N (-2.4992, 1.3783, -0.6027)
C (0.9150, 2.8459, 2.5771)
C (3.4671, -1.4974, 1.2099)
C (2.3989, -1.2580, 0.1702)
C (-3.3755, 0.6790, -1.2248)
C (3.2580, 1.9594, 3.8083)
C (-4.0646, -3.4805, -1.0268)
C (0.5042, -0.9522, -1.8691)
C (1.6792, -2.3676, -0.3014)
C (-3.5008, -0.7525, -1.1638)
C (1.2108, 0.1582, -1.3916)
C (1.0660, 1.4933, -2.1000)
C (3.0616, 3.3335, 3.6036)
C (-2.3937, 3.2504, 0.8959)
C (1.9305, -3.7092, 0.3423)
C (-3.1916, -2.9233, -0.1294)
C (-2.6113, 2.8216, -0.5608)
C (-4.4063, -1.3589, -2.0558)
C (1.1226, 1.4331, 2.7371)
C (1.8904, 3.7543, 3.0268)
C (0.1988, -3.4318, -2.0593)
C (0.7896, -2.2280, -1.3682)
C (-0.3071, 3.3677, 2.0237)
C (-0.4437, -0.7926, -3.0362)
C (-4.6752, -2.7028, -2.0217)
C (-2.8307, -1.5462, -0.1717)
C (2.1678, 0.0074, -0.3744)
C (2.9659, 1.2179, 0.0598)
C (2.3132, 1.0471, 3.4155)
H (-0.9448, 0.1734, -3.0080)
H (4.1153, -2.3157, 0.8918)
H (3.0215, -1.7837, 2.1647)
H (0.9196, 1.3433, -3.1680)
H (1.1241, -4.4127, 0.1579)
H (-1.8265, 3.2778, -1.1753)
H (-4.9007, -0.7292, -2.7888)
H (2.3396, 2.1079, 0.1137)
H (4.0951, -0.6293, 1.3776)
H (1.9554, 2.1041, -1.9809)
H (-0.5298, 4.4213, 2.2413)
H (-3.2101, 2.8235, 1.4877)
H (3.7808, 1.4130, -0.6438)
H (0.2526, -3.3100, -3.1412)
H (-2.7318, -3.5205, 0.6491)
H (0.7288, -4.3460, -1.8096)
H (-4.2940, -4.5384, -0.9686)
H (3.3972, 1.0915, 1.0454)
H (2.0160, -3.5947, 1.4217)
H (-2.4258, 4.3442, 0.9853)
H (4.1686, 1.6172, 4.2864)
H (1.7111, 4.8174, 2.9016)
H (0.1068, -0.8661, -3.9798)
H (-0.8477, -3.5596, -1.7907)
H (2.8627, -4.1511, -0.0209)
H (-3.5848, 3.1848, -0.9122)
H (-4.1344, 1.1887, -1.8345)
H (3.8077, 4.0454, 3.9303)
H (-5.3622, -3.1508, -2.7264)
H (-1.2166, -1.5567, -3.0395)
H (0.2120, 2.0708, -1.7255)
H (2.4509, -0.0111, 3.5979)